1.
C19H23Cl8N3 | wB97M-V/def2-TZVPD

Its energy above the lowest of the compared OMol25 structures with the same formula, charge and spin is 14.4 kcal per mole. As for the HOMO-LUMO gap: 10.095 eV. As for the SMILES: c1ccncc1.c1ccncc1.c1ccncc1.ClCCl.ClCCl.ClCCl.ClCCl. The calculation puts the HOMO energy at -9.67 eV.

Positions of all 53 atoms, in Å:
N: 0.7075 -4.6023 0.9593
C: 1.3360 -3.4712 1.3315
C: 2.5174 -3.4621 2.0401
C: 3.0815 -4.6724 2.4119
C: 2.4149 -5.8447 2.1018
C: 1.2602 -5.7460 1.3245
H: 0.8223 -2.5676 1.0344
H: 3.0071 -2.5225 2.2644
H: 3.9948 -4.7206 2.9921
H: 2.7823 -6.8064 2.4295
H: 0.8079 -6.6918 1.0446
N: -1.2424 0.2306 0.1599
C: -1.3236 -1.0057 0.6601
C: -1.6368 -2.1029 -0.1204
C: -1.8435 -1.9147 -1.4656
C: -1.6923 -0.6499 -2.0321
C: -1.3576 0.3824 -1.1627
H: -1.1942 -1.0802 1.7326
H: -1.7932 -3.0822 0.3163
H: -2.0671 -2.7658 -2.0990
H: -1.8909 -0.4968 -3.0798
H: -1.2550 1.4054 -1.5047
N: 0.5898 4.3707 -0.5716
C: 1.4880 3.6717 -1.2579
C: 2.6488 4.1806 -1.8316
C: 2.7570 5.5692 -1.8272
C: 1.7682 6.3400 -1.2135
C: 0.7095 5.7052 -0.5894
H: 1.2541 2.6107 -1.3102
H: 3.3554 3.5043 -2.2859
H: 3.6190 6.1167 -2.1870
H: 1.8596 7.4170 -1.2305
H: -0.1383 6.2040 -0.1319
C: -2.7309 4.5533 -2.0238
Cl: -3.8500 5.9313 -2.1429
Cl: -3.2682 3.4086 -0.7526
H: -2.8301 4.0032 -2.9510
H: -1.7179 4.8975 -1.8654
C: 0.3267 -2.4506 4.9258
Cl: -0.7847 -1.1377 4.5124
Cl: -0.5222 -4.0148 4.9770
H: 1.1089 -2.4386 4.1789
H: 0.6967 -2.3415 5.9373
C: 0.8940 -2.7778 -5.1863
Cl: 0.7408 -3.6539 -6.7162
Cl: -0.0892 -1.3077 -5.1326
H: 0.5450 -3.4356 -4.4006
H: 1.9121 -2.4455 -5.0309
C: -3.0991 1.8777 2.7997
Cl: -2.3202 3.2509 3.5696
Cl: -4.4285 1.2877 3.8142
H: -3.5448 2.2196 1.8752
H: -2.3848 1.0710 2.7101

=====

2.
C36H25B4F15O43V | wB97M-V/def2-TZVPD

As for the expectation value of S²: 0.7778. As for the HOMO-LUMO gap (spin up / spin down): 7.480 / 7.654 eV. The calculation puts the HOMO energy (spin up / spin down) at -5.18 / -5.18 eV. Its net charge is -2. The multiplicity is 2.

Positions of all 124 atoms, in Å:
O: 0.8570 1.4019 -0.8698
V: -0.1716 0.3203 -0.4843
O: -8.3254 -0.0322 0.6632
C: -7.2837 0.2608 1.2406
O: -6.2854 0.9645 0.6922
B: -5.1809 1.1903 1.6722
O: -5.7786 0.7063 2.9552
C: -6.9249 0.1368 2.7449
O: -7.6838 -0.3235 3.5809
O: -4.8373 2.6380 1.7477
C: -3.6256 2.7885 1.3879
O: -3.0070 3.8576 1.2415
C: -3.0129 1.3734 1.0397
O: -3.9721 0.4650 1.2543
O: -1.8808 1.1902 0.6088
O: 1.7044 -4.9807 5.8428
C: 1.2737 -3.8676 5.5184
O: 1.7099 -3.0836 4.6190
B: 0.9330 -1.8339 4.5527
O: -0.1208 -2.0009 5.5871
C: -0.0421 -3.1903 6.0997
O: -0.7601 -3.6764 6.9504
O: 1.8249 -0.7030 4.8456
C: 1.7262 0.1874 3.8113
O: 2.2111 1.3021 3.7599
C: 0.8343 -0.4391 2.7234
O: 0.3431 -1.5281 3.2247
O: 0.5527 0.0160 1.5886
O: -6.9421 -2.9452 3.3822
C: -5.8086 -3.2473 2.9559
O: -5.0849 -2.7274 1.9667
B: -3.7592 -3.4115 1.9040
O: -3.8086 -4.3939 3.0182
C: -4.9265 -4.3494 3.5883
O: -5.2755 -5.0476 4.5849
O: -3.6334 -4.1539 0.6465
C: -2.8291 -3.5317 -0.1174
O: -2.6368 -3.7513 -1.2949
C: -2.1491 -2.4372 0.7344
O: -2.6176 -2.4896 1.8905
O: -1.3953 -1.5728 0.2575
O: 4.3588 -4.9560 3.5568
C: 3.6192 -4.8541 2.5688
O: 3.8446 -4.0950 1.5143
B: 2.6492 -4.0929 0.6716
O: 1.7594 -5.1548 1.2739
C: 2.2521 -5.5464 2.4024
O: 1.8622 -6.4093 3.1940
O: 3.0158 -4.4635 -0.7057
C: 2.5245 -3.4421 -1.5063
O: 2.6150 -3.2874 -2.7175
C: 1.7967 -2.3972 -0.5982
O: 1.9451 -2.8004 0.6107
O: 1.2444 -1.3057 -0.9677
C: 0.9368 6.9949 -0.0103
C: 0.3894 5.5870 0.1526
O: 0.3776 5.2630 1.5323
C: 0.0432 3.9769 1.8857
O: 0.0245 2.9975 1.1884
C: -0.0746 3.7685 3.4410
F: 1.1277 4.0332 4.0070
F: -0.9763 4.5633 4.0193
F: -0.4291 2.5004 3.6723
H: 0.2381 7.6940 0.4492
H: 1.1621 7.2414 -1.0478
H: 1.8621 7.0459 0.5636
H: 1.1277 4.9586 -0.3456
H: -0.6097 5.4930 -0.2728
C: -0.9039 2.7968 -6.3361
C: -0.8018 2.3743 -4.9274
O: -1.8520 3.0001 -4.2589
C: -1.9852 3.0544 -2.8891
O: -1.3753 2.2554 -2.1510
C: -3.0230 3.9696 -2.3253
F: -3.8556 3.1962 -1.6723
F: -2.4014 4.8252 -1.5085
F: -3.7625 4.5278 -3.2151
H: -0.2456 2.2260 -6.9910
H: -0.5478 3.8044 -6.5507
H: -1.9094 2.6645 -6.7356
H: 0.1226 2.7548 -4.4929
H: -0.8817 1.3010 -4.7551
C: 5.8701 -1.2808 -2.4870
C: 4.4172 -0.9234 -3.0729
O: 4.3272 0.4184 -3.6123
C: 3.1283 1.0640 -3.6313
O: 2.0432 0.5489 -3.3273
C: 3.1264 2.5424 -4.0678
F: 2.4977 3.1719 -3.1067
F: 4.3501 3.0630 -4.1615
F: 2.5479 2.7282 -5.2704
H: 5.6764 -2.0350 -1.7243
H: 6.2640 -0.3717 -2.0326
H: 6.4346 -1.5260 -3.3867
H: 3.7865 -1.0554 -2.1938
H: 3.9821 -1.5679 -3.8367
C: 6.5559 -1.8490 1.8896
C: 5.2659 -1.2125 1.3100
O: 5.3810 0.2026 1.1083
C: 4.3326 1.0093 0.7225
O: 3.1954 0.5788 0.5515
C: 4.6102 2.5045 0.5168
F: 4.2310 3.0226 1.6430
F: 5.9192 2.7020 0.2691
F: 3.9151 2.9769 -0.5450
H: 6.9097 -1.3955 2.8155
H: 7.3492 -1.9678 1.1517
H: 6.3136 -2.8857 2.1232
H: 4.4848 -1.4153 2.0428
H: 4.9371 -1.7748 0.4360
C: -4.9139 -0.9696 -2.0579
C: -3.9544 -0.2205 -2.9525
O: -2.9914 -0.9833 -3.6486
C: -1.7912 -1.1600 -3.1904
O: -1.3283 -0.5146 -2.2035
C: -0.9381 -2.2683 -3.9159
F: 0.2191 -1.6950 -4.3610
F: -0.6675 -3.2820 -3.0452
F: -1.5710 -2.7339 -4.9783
H: -5.7622 -0.4124 -1.6603
H: -4.3786 -1.4356 -1.2307
H: -5.3319 -1.7251 -2.7232
H: -3.4464 0.5351 -2.3532
H: -4.4704 0.4483 -3.6414